1.
Entry from the OMol25 dataset: 6 unconnected molecules or ions with the total composition C14H32Cl4N4O4 (ωB97M-V/def2-TZVPD).

LUMO energy ... 0.0196 Eh
HOMO ... -9.242 eV
Kohn-Sham gap ... 9.77 eV
Energy relative to the best compared isomer or geometry (same formula, charge and spin) ... 0.00 kcal per mole
Energy ... -79275.998 eV
SMILES ... CN(C)C=O.CN(C)C=O.CN(C)C=O.CN(C)C=O.ClCCl.ClCCl

The geometry in ORCA input format:
```
! wB97M-V def2-TZVPD RIJCOSX def2/J DEFGRID3
* xyz 0 1
C -2.602 -2.968 1.467
O -2.747 -3.635 2.488
N -3.653 -2.302 0.896
C -3.494 -1.920 -0.560
C -5.078 -2.604 1.329
H -1.643 -2.829 0.913
H -2.466 -1.655 -0.758
H -4.261 -1.089 -0.726
H -3.842 -2.748 -1.248
H -5.516 -3.421 0.749
H -5.099 -2.901 2.336
H -5.566 -1.638 1.078
C 0.064 -0.487 0.431
O 0.279 -1.227 -0.516
N 0.562 -0.707 1.635
C 0.409 0.230 2.745
C 1.473 -1.828 1.861
H -0.544 0.445 0.325
H 0.662 -0.204 3.705
H -0.644 0.463 2.785
H 1.111 1.118 2.674
H 1.159 -2.564 1.215
H 2.455 -1.483 1.731
H 1.328 -2.156 2.894
C 0.355 1.862 -4.119
O 0.386 2.900 -4.750
N -0.559 0.894 -4.313
C -0.673 -0.253 -3.402
C -1.649 1.167 -5.307
H 1.129 1.645 -3.296
H 0.105 -0.169 -2.628
H -0.340 -1.142 -3.971
H -1.697 -0.328 -2.900
H -2.121 0.217 -5.521
H -2.433 1.926 -5.009
H -1.155 1.428 -6.175
C 3.058 0.602 -0.460
O 2.417 1.377 0.203
N 4.212 0.876 -1.070
C 4.862 2.105 -0.782
C 4.995 -0.149 -1.772
H 2.697 -0.411 -0.613
H 4.041 2.907 -0.669
H 5.457 2.347 -1.622
H 5.426 2.160 0.127
H 5.766 -0.503 -1.137
H 4.267 -0.968 -2.061
H 5.334 0.243 -2.720
C -1.421 3.069 -0.491
Cl -2.754 1.946 -0.847
Cl -1.524 3.700 1.209
H -0.515 2.389 -0.628
H -1.488 3.948 -1.110
C 0.207 0.334 7.298
Cl 1.425 0.660 8.573
Cl 0.179 1.661 6.095
H 0.491 -0.574 6.776
H -0.827 0.248 7.645
*
```

These are the Löwdin partial charges, in e, on atoms 1 to 8: -0.3357, -0.0072, -0.1779, -0.0597, -0.0202, 0.1275, 0.0422, 0.0897



2.
Entry from the OMol25 dataset: 6 unconnected molecules or ions with the total composition C30H29BClF5IO2P2 (ωB97M-V/def2-TZVPD).

LUMO energy ... 0.0777 Eh
HOMO ... -4.209 eV
Kohn-Sham gap ... 6.32 eV
Energy ... -89143.702 eV

The geometry in ORCA input format:
```
! wB97M-V def2-TZVPD RIJCOSX def2/J DEFGRID3
* xyz -1 1
O 1.145 2.749 1.372
P 1.410 3.730 2.684
Cl -0.568 4.180 3.348
B 1.910 5.384 1.764
P 3.441 6.208 2.666
O 3.163 7.840 2.387
I 2.861 6.049 5.105
H 0.918 3.318 0.623
H 2.306 5.052 0.679
H 0.995 6.177 1.716
H 2.963 8.286 3.213
F -0.824 3.056 -1.393
C -0.767 1.759 -1.747
C -0.488 1.437 -3.060
C -0.428 0.097 -3.416
C -0.649 -0.893 -2.469
C -0.930 -0.541 -1.155
C -0.986 0.794 -0.784
H -0.321 2.226 -3.781
H -0.205 -0.173 -4.441
H -0.601 -1.937 -2.751
H -1.107 -1.310 -0.414
H -1.187 1.091 0.237
F -3.918 -1.944 -0.668
C -4.407 -1.620 0.548
C -5.118 -2.572 1.249
C -5.615 -2.241 2.502
C -5.406 -0.972 3.026
C -4.680 -0.034 2.302
C -4.168 -0.360 1.054
H -5.266 -3.553 0.817
H -6.164 -2.983 3.069
H -5.797 -0.718 4.003
H -4.501 0.952 2.710
H -3.587 0.352 0.482
F -5.725 -6.146 2.339
C -4.501 -6.500 1.887
C -3.410 -5.746 2.265
C -2.156 -6.109 1.794
C -2.014 -7.209 0.959
C -3.130 -7.950 0.595
C -4.390 -7.600 1.061
H -3.546 -4.886 2.909
H -1.287 -5.528 2.077
H -1.034 -7.484 0.591
H -3.023 -8.806 -0.059
H -5.274 -8.163 0.793
F 1.320 -5.032 1.336
C 2.081 -4.215 0.569
C 1.714 -2.893 0.437
C 2.494 -2.060 -0.351
C 3.619 -2.560 -0.993
C 3.966 -3.896 -0.842
C 3.195 -4.739 -0.053
H 0.832 -2.526 0.944
H 2.219 -1.019 -0.460
H 4.224 -1.907 -1.608
H 4.842 -4.288 -1.342
H 3.448 -5.782 0.082
F 3.156 4.616 -1.253
C 3.750 5.401 -2.161
C 3.153 6.606 -2.483
C 3.772 7.420 -3.420
C 4.961 7.028 -4.020
C 5.539 5.813 -3.677
C 4.936 4.989 -2.737
H 2.230 6.888 -1.996
H 3.322 8.371 -3.678
H 5.438 7.669 -4.750
H 6.467 5.503 -4.141
H 5.370 4.042 -2.446
*
```

These are the Löwdin partial charges, in e, on atoms 1 to 8: -0.4597, 0.4187, 0.0137, -0.9848, 0.3995, -0.4910, 0.1934, -0.0004



3.
Entry from the OMol25 dataset: a single C5H12N2OS molecule (ωB97M-V/def2-TZVPD).

LUMO energy ... 0.0298 Eh
HOMO ... -8.434 eV
Kohn-Sham gap ... 9.25 eV
Energy relative to the best compared isomer or geometry (same formula, charge and spin) ... 17.53 kcal per mole
Energy ... -21240.532 eV

The geometry in ORCA input format:
```
! wB97M-V def2-TZVPD RIJCOSX def2/J DEFGRID3
* xyz 0 1
C -1.035 1.008 2.340
C 0.862 -1.495 -0.162
C -0.475 -0.851 -2.182
C 0.518 0.941 -0.673
C -0.007 -0.472 -0.750
N -0.853 -0.153 1.785
N -0.557 1.268 3.534
O -2.400 0.702 -0.121
S -1.601 -0.495 0.295
H -1.560 1.780 1.787
H 1.200 -1.403 0.854
H 0.318 -2.573 -0.334
H 1.840 -1.549 -0.793
H -1.415 -0.446 -2.512
H -0.800 -1.995 -2.252
H 0.236 -0.701 -3.005
H -0.387 1.619 -0.736
H 1.340 1.182 0.048
H 0.846 0.829 -1.704
H -1.098 1.928 4.030
H 0.292 0.785 3.735
*
```

These are the Löwdin partial charges, in e, on atoms 1 to 8: -0.3603, -0.1454, -0.1021, -0.0844, -0.7654, -0.1826, 0.1117, -0.5357



4.
Entry from the OMol25 dataset: 6 unconnected molecules or ions with the total composition CH12O6 (ωB97M-V/def2-TZVPD).

LUMO energy ... 0.0153 Eh
HOMO ... -9.945 eV
Kohn-Sham gap ... 10.36 eV
Energy relative to the best compared isomer or geometry (same formula, charge and spin) ... 13.71 kcal per mole
Energy ... -13516.127 eV
SMILES ... C=O.O.O.O.O.O

The geometry in ORCA input format:
```
! wB97M-V def2-TZVPD RIJCOSX def2/J DEFGRID3
* xyz 0 1
O -1.906 -1.292 -1.306
C -2.261 -0.102 -1.117
H -3.196 0.287 -1.493
H -1.455 0.653 -0.804
H 1.221 1.326 -0.799
H 1.402 1.782 -2.250
O 1.135 1.029 -1.705
H 0.535 -1.958 2.047
H 1.334 -1.305 0.923
O 1.034 -1.129 1.882
H -0.730 0.189 2.217
H -1.317 1.481 1.786
O -1.241 0.576 1.518
H 1.490 -0.764 -1.240
H 0.449 -1.799 -1.138
O 1.348 -1.631 -0.811
H 0.872 1.269 1.420
H 1.775 2.441 1.482
O 1.028 2.073 0.990
*
```

These are the Löwdin partial charges, in e, on atoms 1 to 8: -0.0576, -0.0875, 0.0688, 0.0782, -0.0027, 0.0642, -0.0535, 0.0575



5.
Entry from the OMol25 dataset: a single C7H10O molecule (ωB97M-V/def2-TZVPD).

LUMO energy ... 0.0358 Eh
HOMO ... -8.264 eV
Kohn-Sham gap ... 9.24 eV
Energy relative to the best compared isomer or geometry (same formula, charge and spin) ... 159.54 kcal per mole
Energy ... -9461.642 eV
SMILES ... CC1=CCO[C@@H]2C[C@@H]12

The geometry in ORCA input format:
```
! wB97M-V def2-TZVPD RIJCOSX def2/J DEFGRID3
* xyz 0 1
C 0.619 -1.223 2.270
C 0.574 -0.593 0.883
C 1.405 -0.609 -0.258
C 1.104 0.455 -1.348
C -1.156 0.033 -0.827
C -1.919 0.630 0.285
C -0.407 0.327 0.590
H -0.319 -1.643 2.377
H 1.552 -1.909 2.307
H 0.780 -0.293 2.881
H 2.132 -1.340 -0.324
H 1.656 1.505 -0.995
H 1.685 0.458 -2.476
H -1.418 -0.932 -1.201
H -2.218 1.791 0.351
H -3.024 0.185 0.512
H 0.298 1.357 0.344
O -0.305 0.838 -1.669
*
```

These are the Löwdin partial charges, in e, on atoms 1 to 8: -0.0189, -0.3215, -0.0285, -0.1904, -0.2504, -0.0737, -0.2057, 0.0454



6.
Entry from the OMol25 dataset: 4 unconnected molecules or ions with the total composition C45H94BN5O15P3 (ωB97M-V/def2-TZVPD).

LUMO energy ... 0.0550 Eh
HOMO ... -3.707 eV
Kohn-Sham gap ... 5.20 eV
Energy ... -114900.154 eV

The geometry in ORCA input format:
```
! wB97M-V def2-TZVPD RIJCOSX def2/J DEFGRID3
* xyz -1 1
C 3.998 0.951 4.293
C 3.348 -0.078 3.754
C 2.433 -0.067 2.506
C 3.376 -0.185 1.268
C 3.893 1.104 0.577
N 4.073 2.270 1.424
N 3.118 1.435 -0.615
N 5.251 0.745 0.063
O 1.908 -1.391 2.550
B 0.548 -1.421 3.109
C -0.493 -2.586 2.622
C -1.870 -2.076 2.143
C -3.022 -2.437 3.073
N -4.332 -2.464 2.455
O -2.890 -2.690 4.249
O 0.116 -0.012 2.942
C 1.139 0.889 2.535
C 0.517 1.426 1.224
C 0.166 0.365 0.154
C -0.390 1.136 -1.119
C -1.766 0.592 -1.622
C -2.691 1.800 -1.908
C -4.182 1.368 -1.934
C -4.860 1.731 -0.588
C -4.137 1.125 0.633
C -4.378 1.881 1.967
C -3.830 3.314 1.849
C -3.587 3.990 3.206
C -2.524 3.249 4.070
C -3.155 2.282 5.114
C 1.048 1.935 3.734
C 1.163 3.303 3.448
C 1.037 4.244 4.467
C 0.844 3.696 5.736
C 0.790 2.325 5.878
N 0.863 1.384 4.933
H 3.700 1.981 4.109
H 4.816 0.797 4.995
H 3.507 -1.051 4.213
H 2.977 -0.828 0.481
H 4.267 -0.712 1.625
H 3.272 2.462 2.013
H 4.901 2.162 1.987
H 3.619 2.231 -1.006
H 3.211 0.678 -1.283
H 5.879 0.606 0.848
H 5.583 1.495 -0.534
H 0.643 -1.540 4.346
H -0.642 -3.249 3.479
H -0.005 -3.212 1.857
H -1.910 -0.997 1.945
H -2.112 -2.599 1.208
H -4.920 -3.097 2.986
H -4.720 -1.528 2.537
H 1.093 2.266 0.810
H -0.440 1.877 1.530
H 1.013 -0.217 -0.204
H -0.645 -0.294 0.455
H -0.503 2.193 -0.846
H 0.369 1.137 -1.908
H -1.634 0.079 -2.579
H -2.248 -0.038 -0.875
H -2.476 2.296 -2.860
H -2.606 2.563 -1.124
H -4.719 1.904 -2.727
H -4.291 0.295 -2.128
H -4.944 2.823 -0.559
H -5.896 1.363 -0.567
H -3.052 1.084 0.523
H -4.551 0.116 0.761
H -3.826 1.336 2.742
H -5.443 1.859 2.229
H -4.574 3.926 1.323
H -2.911 3.300 1.251
H -3.189 4.996 3.009
H -4.531 4.132 3.747
H -1.931 3.989 4.610
H -1.889 2.702 3.365
H -2.868 1.247 4.919
H -2.815 2.599 6.104
H -4.248 2.357 5.118
H 1.348 3.633 2.431
H 1.095 5.317 4.324
H 0.740 4.338 6.605
H 0.672 1.944 6.897
O -0.181 -7.823 2.792
P 0.701 -8.349 3.869
O -0.142 -9.595 4.509
C -0.308 -10.781 3.737
C 0.940 -11.648 3.755
O 0.476 -7.235 5.040
C 0.034 -5.901 4.725
C -1.447 -5.741 4.980
O 2.119 -8.813 4.574
C 3.340 -8.183 4.120
C 3.512 -6.785 4.686
H -0.591 -10.523 2.712
H -1.140 -11.327 4.184
H 1.763 -11.162 3.227
H 0.747 -12.609 3.273
H 1.271 -11.826 4.778
H 0.287 -5.639 3.699
H 0.590 -5.224 5.376
H -2.034 -6.484 4.437
H -1.778 -4.747 4.680
H -1.670 -5.875 6.040
H 3.363 -8.165 3.027
H 4.158 -8.821 4.455
H 2.829 -6.081 4.211
H 4.528 -6.426 4.514
H 3.302 -6.772 5.755
O 0.825 4.746 -3.697
P 0.925 6.116 -3.121
O 0.445 5.960 -1.583
C 1.275 5.253 -0.660
C 2.432 6.124 -0.202
O -0.446 6.791 -3.720
C -1.070 6.246 -4.879
C -2.233 5.365 -4.464
O 1.590 7.607 -2.902
C 2.425 8.144 -3.952
C 1.610 8.678 -5.116
H 1.640 4.321 -1.101
H 0.650 4.979 0.190
H 3.124 6.322 -1.024
H 2.988 5.633 0.599
H 2.070 7.088 0.156
H -0.359 5.696 -5.496
H -1.431 7.086 -5.478
H -1.918 4.591 -3.764
H -2.688 4.885 -5.333
H -2.995 5.959 -3.958
H 3.132 7.382 -4.289
H 3.002 8.952 -3.504
H 1.183 7.863 -5.703
H 2.238 9.272 -5.782
H 0.783 9.291 -4.760
O -1.489 -1.805 -6.207
P -0.316 -2.208 -7.028
O 0.333 -3.471 -6.234
C -0.370 -4.715 -6.216
C -0.198 -5.479 -7.518
O 0.765 -1.047 -6.617
C 0.331 0.214 -6.097
C 0.464 0.249 -4.591
O 0.526 -2.509 -8.415
C 0.131 -1.811 -9.618
C 0.616 -0.373 -9.634
H -1.428 -4.544 -5.999
H 0.048 -5.294 -5.393
H -0.694 -4.964 -8.344
H -0.627 -6.479 -7.435
H 0.857 -5.567 -7.777
H -0.690 0.436 -6.409
H 0.975 0.978 -6.540
H -0.060 -0.576 -4.110
H 0.078 1.187 -4.187
H 1.514 0.158 -4.307
H -0.955 -1.857 -9.732
H 0.572 -2.358 -10.451
H 0.041 0.243 -8.941
H 0.503 0.057 -10.631
H 1.661 -0.314 -9.333
*
```

These are the Löwdin partial charges, in e, on atoms 1 to 8: -0.0117, -0.0721, -0.3164, -0.0374, -0.6408, 0.1087, 0.0904, 0.0509